A 2-piece molecular cluster, C9H14O overall at a distorted geometry. Source: the Open Molecules 2025 dataset; level of theory: ωB97M-V with the def2-TZVPD basis set.

Atoms and positions in Å:
C: -2.809 -1.924 2.007
C: -2.221 -0.690 1.382
C: -0.954 -0.889 0.865
C: -0.332 0.059 0.020
C: -1.148 1.038 -0.518
O: -0.605 1.794 -1.509
C: -2.402 1.250 0.023
C: -2.934 0.490 1.051
H: -2.107 -2.452 2.663
H: -3.013 -2.606 1.171
H: -3.705 -1.885 2.646
H: -0.394 -1.811 0.949
H: 0.747 0.042 -0.069
H: -1.082 2.604 -1.732
H: -3.095 2.003 -0.331
H: -3.836 0.614 1.629
C: 3.522 0.488 -1.992
C: 3.915 0.050 -0.572
H: 4.304 0.540 -2.746
H: 2.744 -0.136 -2.419
H: 3.203 1.522 -1.890
H: 3.569 -0.976 -0.390
H: 3.645 0.816 0.149
H: 4.987 0.057 -0.387

- LUMO energy: 0.865 eV
- Spin multiplicity: 1
- SMILES: Cc1ccc(O)cc1.CC
- HOMO-LUMO gap: 9.16 eV
- ΔE to the lowest compared entry with this formula, charge and spin: 27.8 kcal per mole
- Calculated total energy: -426.5284 Eh